No. 1
A molecular structure, C44H37N6P2Ti. Source: the Open Molecules 2025 dataset; level of theory: ωB97M-V/def2-TZVPD.

The geometry in XYZ format:
```
90
C44H37N6P2Ti (ωB97M-V/def2-TZVPD)
Ti -0.14191 0.02736 -0.02115
C -0.27755 -1.65946 3.10488
P -1.29686 -0.32541 2.33599
C -3.01234 -0.84707 2.61031
C -3.49952 -1.09949 3.89222
C -4.79787 -1.55190 4.06299
C -5.61938 -1.75403 2.95695
C -5.14337 -1.50230 1.67912
C -3.84072 -1.04690 1.50758
C -1.08899 1.02706 3.55589
C -2.12389 1.92321 3.80953
C -1.93077 2.99782 4.66869
C -0.69694 3.19648 5.27464
C 0.34755 2.31989 5.01405
C 0.15528 1.24540 4.15324
C 0.93051 -1.86749 2.24419
C 2.04699 -2.64804 2.42334
C 2.68970 -2.75492 1.15361
C 1.94523 -2.01152 0.27255
C 1.85776 -2.00598 -1.22893
P 0.01059 -2.12114 -1.45850
C -0.36450 -3.73191 -0.69794
C -1.32398 -3.78702 0.31145
C -1.64331 -4.99500 0.91891
C -0.99638 -6.15612 0.51868
C -0.04430 -6.11014 -0.49302
C 0.26641 -4.90360 -1.10339
C -0.27154 -2.44305 -3.22379
C -1.59061 -2.40439 -3.67966
C -1.87886 -2.61485 -5.02081
C -0.84749 -2.85426 -5.92066
C 0.46731 -2.89927 -5.47531
C 0.75521 -2.69361 -4.13179
N 0.86752 -1.44022 0.93287
H -0.04735 -1.43674 4.14127
H -0.87686 -2.56981 3.09259
H -2.86361 -0.93841 4.75661
H -5.17369 -1.74719 5.06042
H -6.63442 -2.10558 3.09544
H -5.78466 -1.65868 0.81916
H -3.46511 -0.83768 0.51494
H -3.09016 1.77674 3.34092
H -2.74919 3.68140 4.86603
H -0.54752 4.03474 5.94518
H 1.31393 2.47221 5.48376
H 0.98113 0.57110 3.94891
H 2.34535 -3.13757 3.34132
H 3.57301 -3.33672 0.91728
H 2.26056 -1.11503 -1.70919
H 2.36314 -2.87173 -1.64794
H -1.82276 -2.88001 0.61922
H -2.39469 -5.02853 1.70037
H -1.23738 -7.10219 0.98944
H 0.45390 -7.01946 -0.80860
H 0.99986 -4.88019 -1.90400
H -2.39386 -2.21247 -2.97668
H -2.90637 -2.58799 -5.36570
H -1.06772 -3.01039 -6.97042
H 1.27079 -3.09689 -6.17591
H 1.78647 -2.73095 -3.79765
N 3.00064 2.38518 1.67784
C 2.32954 1.39588 1.12995
N 1.07187 1.44531 0.83633
C 0.33405 2.63456 1.14051
N -0.88835 2.73231 0.77132
N -1.25408 1.60279 0.05095
C -2.11785 1.65073 -0.98666
C -1.54486 1.12418 -2.18151
C -2.14044 1.22780 -3.44934
C -1.36695 1.10047 -4.57529
C 0.00080 0.85088 -4.44608
C 0.50831 0.65272 -3.18361
N -0.21840 0.74193 -2.05765
C 1.03351 3.75779 1.76114
C 0.40429 4.95486 2.09113
C 1.13092 5.98764 2.64806
C 2.49901 5.83896 2.87596
C 3.13549 4.65603 2.55335
C 2.39224 3.62135 2.00281
H 3.97653 2.25285 1.88169
H 2.86683 0.46816 0.95382
H -2.97354 2.31326 -1.00395
H -3.19416 1.47616 -3.51142
H -1.80908 1.21713 -5.55728
H 0.65016 0.77976 -5.30900
H 1.55497 0.41445 -3.05739
H -0.65847 5.04839 1.90041
H 0.63876 6.91718 2.90762
H 3.07164 6.65241 3.30591
H 4.20116 4.53481 2.72359
```

* charge: +1
* spin multiplicity: 3
* LUMO (spin up / spin down): -2.4 / -3.4 eV
* ΔE to the lowest compared entry with this formula, charge and spin: 106.1 kJ/mol
* HOMO level (spin up / spin down): -8.92 / -9.96 eV
* Kohn-Sham gap (spin up / spin down): 6.52 / 6.55 eV
* max |F|: 1.7 eV/A


No. 2
A molecular structure, C44H38N2O2P2PdS. Source: the Open Molecules 2025 dataset; level of theory: ωB97M-V/def2-TZVPD.

The geometry in XYZ format:
```
90
C44H38N2O2P2PdS (ωB97M-V/def2-TZVPD)
Pd -0.09762 0.08766 -0.02660
O -1.52294 -2.66404 1.58054
S -0.61776 -2.31160 0.48689
C 0.95468 -3.10675 0.72183
C 0.99343 -4.29433 1.43643
C 2.20052 -4.97598 1.52902
C 3.33819 -4.48062 0.90058
C 3.29306 -3.27324 0.21606
C 2.09953 -2.55091 0.15182
P 2.03239 -0.94369 -0.65931
C 3.30197 0.10409 0.15481
C 4.01451 -0.29339 1.24553
C 5.00846 0.57942 1.81215
C 5.24924 1.88088 1.29086
C 4.50753 2.30419 0.22953
C 3.50418 1.44977 -0.31313
C 2.55610 -1.21766 -2.35452
C 3.55016 -0.48285 -3.00241
C 3.91532 -0.80650 -4.30161
C 3.29289 -1.85934 -4.95843
C 2.30209 -2.59677 -4.31720
C 1.93075 -2.27953 -3.02087
C -1.15861 -3.03766 -1.05342
C -1.18240 -4.42034 -1.16677
C -1.66742 -5.00220 -2.33035
C -2.12698 -4.20369 -3.36839
C -2.12375 -2.82034 -3.24302
C -1.64332 -2.21623 -2.08107
P -1.78884 -0.43280 -1.79556
C -3.38377 -0.11548 -1.05179
C -4.52915 -0.79429 -1.47857
C -5.74358 -0.53312 -0.86699
C -5.81898 0.39276 0.16923
C -4.68406 1.06684 0.59670
C -3.46393 0.81514 -0.01315
C -1.76564 0.29594 -3.43987
C -0.69341 -0.03518 -4.34474
C -0.70006 0.44900 -5.61871
C -1.74690 1.30569 -6.02415
C -2.79307 1.67226 -5.12416
C -2.78620 1.19730 -3.84388
H 0.09784 -4.67156 1.91598
H 2.24949 -5.90554 2.08113
H 4.26758 -5.03197 0.95589
H 4.18974 -2.89496 -0.26222
H 3.87460 -1.27206 1.68664
H 5.61266 0.22044 2.63784
H 6.00843 2.50843 1.73948
H 4.65628 3.28877 -0.19500
H 2.83676 1.84281 -1.07087
H 4.08031 0.31950 -2.50681
H 4.70185 -0.25012 -4.79358
H 3.59753 -2.12214 -5.96301
H 1.84003 -3.43584 -4.82096
H 1.18171 -2.88256 -2.51773
H -0.83416 -5.04921 -0.35841
H -1.69247 -6.08005 -2.42110
H -2.51155 -4.66052 -4.27085
H -2.52114 -2.21738 -4.05058
H -4.47806 -1.53231 -2.27045
H -6.63385 -1.05387 -1.19298
H -6.77023 0.58418 0.64785
H -4.75340 1.78399 1.40345
H -2.57718 1.34778 0.32260
H 0.10613 -0.68557 -4.00938
H 0.08385 0.18990 -6.31730
H -1.75227 1.70592 -7.03145
H -3.59334 2.31292 -5.47169
H -3.58406 1.45050 -3.15748
C -0.65816 3.71332 -2.10315
C -0.16030 3.09165 -0.83367
O 0.60745 2.09995 -0.83855
N -0.52707 3.64637 0.31608
C 0.17663 3.39497 1.57002
C -0.26007 2.23454 2.44153
C -0.68817 2.54212 3.72230
C -0.94375 1.53753 4.64291
C -0.73266 0.22758 4.25378
C -0.31340 -0.01194 2.96238
N -0.09472 0.95306 2.04234
H -0.48167 3.03970 -2.93724
H -0.11250 4.64208 -2.28398
H -1.71710 3.96635 -2.03459
H -1.09382 4.48161 0.26929
H 0.05071 4.29687 2.16324
H 1.24373 3.29664 1.35944
H -0.81132 3.57898 4.00477
H -1.28328 1.77779 5.64194
H -0.89369 -0.60017 4.92994
H -0.15040 -1.03159 2.65140
```

* charge: +4
* spin multiplicity: 5
* LUMO (spin up / spin down): -10.8 / -14.5 eV
* ΔE to the lowest compared entry with this formula, charge and spin: 56.3 kJ/mol
* HOMO level (spin up / spin down): -18.10 / -18.78 eV
* Kohn-Sham gap (spin up / spin down): 7.32 / 4.30 eV
* max |F|: 0.5 eV/A


Number 1: E -3559.484916 Eh. Number 2: E -3166.761338 Eh.